Here is a 2-piece molecular cluster, C2H9N2 overall at a distorted geometry from the OMol25 dataset. Energies are from the ωB97M-V functional and the def2-TZVPD basis.

ORCA input file:
```
! RIJCOSX wB97M-V def2-TZVPD def2/J DEFGRID3
* xyz 0 2
C 0.07738 1.17362 0.61547
N -1.12381 0.43195 1.09639
C 0.57411 0.63064 -0.70350
N 0.31409 -1.95328 -0.36291
H -0.23941 2.22734 0.50004
H 0.77062 1.12116 1.45348
H -1.23067 -0.49280 0.72134
H -1.98969 0.93583 0.97671
H 0.45703 -0.84274 -0.44792
H 0.09416 1.07435 -1.57215
H 1.06664 -2.62425 -0.35617
H -0.40497 -2.31640 -0.97674
H 1.63452 0.63457 -0.94405
*
```

Calculated values
- LUMO (alpha / beta): 1.17 / -0.64 eV
- Relative energy (zero: lowest compared OMol25 entry of this formula, charge and spin): 111.2 kJ/mol
- Maximum force: 2.53 eV/A
- HOMO level (alpha / beta): -8.57 / -9.01 eV